119
Properties=species:S:1:pos:R:3:forces:R:3 method="wB97M-V/def2-TZVPD" orbital_gap_ev=6.0 total_charge=-1 e_tot_ev=-248500.11397 molar_mass_da=1106.125 multiplicity=1
H -7.288366 7.540289 2.366577 0.2 0.1 0.0
H -0.856371 2.778997 -6.039314 0.2 -0.1 0.0
H -2.769067 -5.874509 2.280645 2.1 1.2 0.3
Cl 1.868231 3.208900 -6.962555 0.1 0.1 0.0
O 4.177594 -2.908234 0.507926 0.0 -1.2 1.3
C -5.286535 0.749842 2.578930 0.7 0.6 -1.2
C -3.059665 2.917214 -9.049975 0.1 0.0 -0.2
H 1.055966 -0.197194 -3.101043 0.4 -0.4 2.6
C 3.301281 1.353034 -1.170588 -0.9 0.2 1.0
C -0.942047 5.981229 1.335980 0.4 0.2 0.1
H 0.687730 -10.430352 0.352802 0.0 0.2 0.0
H -0.067988 5.445725 -0.583783 -0.1 -0.1 0.2
C 0.266728 -1.231384 -1.106792 -0.3 0.5 -0.4
H -3.674967 1.000989 -9.877367 0.2 0.1 0.2
C -4.121105 0.628060 1.397253 0.8 -2.6 -2.6
Cl 0.335641 2.070560 -4.126954 -0.1 0.2 -0.3
H -0.986278 -3.103095 2.501080 -2.3 -1.1 -0.5
H -0.896013 1.020977 -5.823655 0.2 0.1 0.0
Cl 9.422106 -2.504575 4.895341 0.0 0.0 0.0
C 0.518719 -8.416372 1.099239 -0.2 -0.2 0.0
H 8.223133 -2.402296 2.862634 0.2 0.2 0.1
C -8.002521 -0.408403 -0.420647 0.2 -0.4 -0.1
H 3.590495 -1.913369 4.018373 0.4 1.5 -1.9
H -7.248724 9.298309 2.150918 0.2 -0.1 0.1
H 2.619869 2.140218 1.564302 2.5 -0.4 -0.3
H 2.874511 -1.352213 2.360304 2.3 0.4 1.4
H -5.898647 8.015401 0.407114 0.0 0.1 0.2
Cl -1.665437 0.578316 -8.709709 -0.2 -0.1 -0.1
H -3.623358 3.548747 -9.743263 0.1 -0.2 0.1
C -3.073695 1.920548 1.301757 -0.8 -0.3 0.2
H 5.715725 -0.809991 1.748190 -1.0 -1.4 1.6
H 5.655562 1.266788 2.707852 -2.7 0.2 0.1
H 0.493705 1.496089 -7.783117 0.1 0.2 0.3
Cl 1.932405 -9.123440 -1.143914 0.0 0.0 0.0
H 2.387296 -0.967565 -1.982650 -2.0 1.2 0.1
H 1.343369 0.939929 -0.077466 0.4 0.4 -2.3
Al -2.239426 -1.212054 0.564874 0.1 1.7 -0.1
C -1.966238 -3.695236 2.193308 0.6 -1.4 -1.3
C -0.246815 1.901485 -5.801803 0.0 0.0 -0.2
H 5.967426 -1.833903 3.393318 -1.3 0.8 -1.9
Cl -1.727210 -4.210785 -0.699319 -0.4 0.3 1.0
C -1.266819 -0.583631 -1.128324 1.5 -0.2 -1.1
H 2.399089 -3.769043 -0.404787 1.5 0.1 2.2
C -1.735416 -5.309155 2.366278 0.1 -0.1 0.1
C -2.760446 1.575099 -9.699137 -0.2 0.2 -0.2
H 3.382301 -4.947133 0.708259 -0.6 2.1 0.0
H 4.443909 2.492384 3.471439 0.1 -2.1 -1.3
H 2.541136 0.626789 3.858564 2.4 -0.4 -0.6
C 4.488904 1.489264 2.825444 -0.6 1.2 0.2
H 0.240816 -2.320215 -1.546274 0.0 2.0 1.0
C 3.033067 -3.829076 0.596935 -0.6 0.0 -0.2
H 10.438097 -0.293844 3.301248 -0.2 -0.1 0.0
H -3.684222 -3.490891 0.695035 2.7 0.2 -0.3
Cl 0.048970 3.492717 0.739839 0.0 0.2 0.0
H -0.852906 5.709950 2.392473 -0.1 -0.1 -0.3
H -5.021898 1.687049 3.257265 -0.6 -2.1 -1.2
H 3.490757 2.520104 -1.095219 -0.3 -2.4 -0.4
C 0.894355 1.727705 -6.791626 -0.2 -0.4 0.0
H 4.702921 -3.897573 2.351852 0.7 1.7 -1.0
H 0.053196 -8.760471 2.027736 0.1 0.0 -0.1
H -1.758450 -0.936318 -2.141380 0.8 0.8 1.9
H 3.852338 0.903217 -2.104968 -1.1 0.9 1.8
H 6.147574 -3.374086 1.258328 -2.0 0.7 0.7
C 1.321525 -9.546820 0.474893 -0.1 -0.1 0.3
Cl -6.056712 8.589873 4.063278 0.0 0.1 0.0
C -8.604443 -1.458441 0.499858 -0.1 0.0 -0.3
H 9.476232 -0.439340 1.820539 -0.1 -0.1 0.2
H -1.243700 -5.476629 3.418708 -1.1 0.1 -2.0
H 0.569136 -1.259287 0.042458 -0.1 -0.1 -2.4
C 5.245006 -1.588372 2.484259 -0.6 -1.5 -0.1
C 9.227834 -2.097638 3.172082 0.0 0.1 -0.4
H -0.274212 -8.068065 0.430165 0.2 0.0 0.1
C -6.639167 8.420798 2.388429 -0.1 0.0 -0.3
H 1.563141 0.913258 -6.496467 -0.1 0.3 0.1
C -2.513933 -3.256968 0.683880 -1.3 -0.1 2.3
H -0.798978 7.062559 1.249497 0.0 -0.2 -0.1
H -2.365424 1.776284 0.377287 -1.4 0.2 2.0
H 3.114635 -0.210161 0.511395 1.7 1.7 -0.4
H -1.015358 -5.788340 1.552319 -1.5 1.4 1.7
C 1.666672 1.065543 -1.206693 0.4 -0.3 -0.1
Cl -8.614970 1.226469 -0.067007 -0.1 0.1 0.1
H 1.054722 1.970493 -1.656849 1.3 -1.9 0.9
H -5.311495 -0.261987 3.167871 0.0 2.1 -1.1
C 3.767077 1.877634 1.383111 0.5 -0.7 0.1
H 2.176938 -9.825819 1.098131 -0.2 0.2 -0.1
Cl -4.054966 2.747377 -7.582496 0.1 0.0 0.0
H 4.328704 2.818772 0.920209 -1.3 -1.9 1.1
H -2.263883 1.730793 -10.661638 0.0 0.0 0.2
N -4.021656 -0.431789 0.512521 -0.1 4.1 5.1
H 4.166907 0.351796 4.778255 -0.9 0.0 -2.2
H -4.829211 7.432570 1.693764 -0.1 0.2 0.0
Cl -8.038586 -1.284752 2.179509 -0.2 -0.1 0.0
C 5.086692 -3.032024 1.659715 0.4 0.1 0.3
C 1.361830 -0.363286 -1.964334 0.6 -0.2 0.6
Cl 8.203195 0.412549 3.595370 0.1 0.0 0.1
H -2.141404 3.447022 -8.777767 -0.2 -0.2 0.0
C 9.474580 -0.622193 2.899327 0.2 -0.2 -0.1
Cl -4.524122 9.728212 1.227677 0.0 0.0 0.0
H -8.307367 -2.457679 0.167453 0.1 0.2 0.0
H 1.093259 5.591958 0.746193 -0.2 0.0 0.0
H -1.191249 0.597539 -1.180141 -0.1 -2.3 0.1
H -8.267605 -0.627769 -1.459319 0.0 0.0 0.2
H -6.910766 -0.385239 -0.346268 -0.1 0.0 0.1
H 4.918380 0.292181 0.045168 -1.9 0.7 0.8
C 3.786708 -1.173290 3.106704 -0.5 -0.2 0.4
C 3.685052 0.353631 3.692285 0.6 -0.2 0.6
C -5.497997 8.247017 1.398606 -0.2 -0.3 0.0
H -3.733687 2.883775 1.131295 1.3 -1.8 0.3
H 2.362628 -3.480528 1.504456 1.2 -1.0 -1.8
F -1.260408 -0.567888 2.095927 -1.2 -1.1 -2.0
C 0.086100 5.254982 0.482927 0.0 0.1 0.0
H -6.305516 0.964154 2.030256 1.9 -0.5 1.3
Cl -2.610535 5.639004 0.815770 0.0 0.0 0.0
Cl 1.539574 -7.019550 1.521534 0.1 -0.1 -0.1
H -2.470541 2.068645 2.304739 -1.1 -0.4 -2.1
C 3.836773 0.684475 0.259411 -0.3 0.8 -1.2
H -9.697868 -1.412312 0.502965 0.2 0.1 0.0
Cl -3.373709 -3.228200 3.364907 1.4 -0.2 -0.9
H 9.951876 -2.704516 2.620092 -0.1 0.2 0.1

=====

109
Properties=species:S:1:pos:R:3:forces:R:3 method="wB97M-V/def2-TZVPD" orbital_gap_ev=4.6 e_tot_ev=-53295.77986 molar_mass_da=740.226 multiplicity=1 e_above_lowest_kcal_mol=45.14
H 2.057540 3.152584 -3.659392 0.3 -0.2 0.0
H 4.953820 -1.549081 -2.289678 0.0 -0.1 0.2
C -3.639866 1.876439 -3.207765 -0.3 -0.8 0.8
H -1.656623 -1.819730 -4.309321 -0.1 0.0 0.4
N 0.261746 -0.519701 3.592534 -1.1 -0.6 0.2
H -3.731088 -1.178193 -2.204383 0.5 0.0 0.2
H 0.454568 -3.305776 3.194154 0.4 0.3 0.8
H 5.005246 2.441774 1.443766 0.1 -0.2 0.1
C 0.507714 1.681902 -3.697165 1.0 -0.6 -0.5
H -2.940744 4.905442 2.532920 0.1 0.3 -0.1
C 1.129356 -2.642301 2.638965 -1.7 0.1 -0.4
O 2.041042 -0.604800 -1.153271 0.2 0.5 0.2
H -2.312794 -1.330467 0.612552 0.1 -0.1 0.1
H 0.107972 0.508207 -5.484628 -0.4 0.2 0.0
H -3.606762 4.633864 -1.197675 0.0 -0.4 0.2
C -1.030347 1.122254 4.886165 -0.8 0.5 -1.9
C 3.131439 4.081706 0.708485 1.1 -0.5 -0.1
C 2.505837 -0.579658 2.453879 1.2 0.0 -0.5
C -0.555702 4.989544 0.647361 -0.1 -0.2 0.0
H -2.104243 3.698344 3.463238 0.1 -0.1 -0.1
H 0.362745 -4.433191 -4.006442 -0.2 -0.1 0.0
H 2.021272 -3.220403 2.406230 0.0 0.1 -0.3
H -1.564242 0.272382 5.301770 0.2 0.0 0.2
H 2.177345 1.817639 3.786960 -0.1 0.1 0.6
H 0.119212 4.484465 -0.041989 0.1 0.0 0.1
C 3.098633 2.549696 0.537070 0.1 1.4 0.3
O 0.141010 1.943883 -2.574296 -0.2 0.4 0.3
N -1.562804 -2.726705 -1.756888 1.0 -1.2 1.4
H -3.996564 -4.430195 -2.887482 0.1 0.3 0.1
H -4.747257 -2.461993 -1.702882 -0.2 0.2 0.2
H -3.722995 4.502788 -2.935730 0.1 -0.1 0.0
C -2.424080 -2.418604 0.512839 0.6 1.5 0.0
O 2.062656 1.972339 0.342004 -0.2 -0.2 -0.2
H -2.145566 4.523359 -2.150786 0.1 -0.1 0.0
C 1.089396 1.870779 3.676358 0.3 0.2 -0.7
H -4.271983 -1.200601 -0.525118 -0.1 0.0 0.1
C 1.553058 2.537548 -4.402212 -1.1 0.1 0.7
H 0.435661 -2.458446 1.807901 0.8 0.1 -0.5
H -1.836131 -3.342807 -5.048796 -0.7 -0.1 -0.1
C -1.897304 -4.946789 -2.824211 -1.0 1.0 0.6
H -3.265475 -2.637892 1.170523 0.1 -0.4 0.1
H 2.976504 4.653786 -0.206509 -0.5 -0.3 -0.1
H 2.610750 -0.783269 6.559097 0.5 -0.1 -0.2
H -2.084808 -5.441372 -3.778639 0.9 0.1 -0.2
C -3.268365 -4.229212 -0.826695 0.0 0.3 -1.1
H -1.016102 0.336481 -4.018936 0.0 -0.6 -0.4
H 3.255167 -1.277318 2.049313 -0.4 -0.2 -0.3
C -3.929094 -1.825497 -1.347030 -0.1 -0.6 -0.9
O -0.638167 -0.392266 2.517615 1.0 0.5 -1.2
C 0.356793 0.712813 4.367261 0.4 -1.3 1.4
C 2.917411 -2.776579 -0.942525 0.1 -0.1 0.5
O -2.580346 2.076663 -1.097597 -0.2 0.0 0.0
H -3.656111 -5.916446 -2.056513 0.0 0.0 -0.2
H 0.743467 -3.554309 -2.472629 -0.1 -0.5 0.1
H 4.162761 4.308426 0.979174 -0.1 0.4 0.3
C 3.003482 -1.326642 -1.295865 -0.8 -0.5 -0.9
H 3.032293 -2.339795 4.435131 0.4 0.6 -0.2
H 0.978349 3.246731 -5.005716 0.2 -0.2 -0.4
H 2.196064 1.901742 -5.001979 0.2 0.3 -0.2
H -1.262928 5.571716 0.053952 -0.1 0.1 0.2
H -3.170993 -2.630771 -3.997462 -0.1 -0.4 0.0
H 1.564295 -2.380650 5.230644 -0.5 0.2 -0.4
C -3.167187 4.144739 -2.067325 -0.2 0.7 -0.5
H -1.474606 -2.834345 0.848947 -0.2 -0.3 0.1
H 2.076051 -0.008276 1.638437 -0.1 -0.1 -0.2
H -3.615606 0.820440 -2.930637 0.2 0.0 -0.1
H 3.149264 0.219995 5.188147 0.3 -0.4 -0.1
H 1.290605 1.213660 6.223618 0.0 0.0 0.1
H 3.175946 0.094850 2.998515 -0.5 0.2 0.3
H -3.011986 2.016585 -4.086049 -0.2 0.3 -0.1
C 1.470044 -1.305216 3.299513 0.3 -0.4 1.4
C 2.392794 -0.496274 5.527433 -0.4 1.1 0.2
H -1.628162 1.447767 4.023240 0.0 -0.3 0.0
Ba -0.258671 0.632081 -0.094948 -1.0 -1.8 0.2
C 1.071481 0.295406 5.663589 1.2 0.2 0.5
C 4.436179 1.886911 0.701110 0.0 -0.2 0.0
H -2.649589 -4.797770 -0.130087 0.2 0.0 -0.1
H -4.692406 2.108530 -3.378155 0.1 0.3 -0.4
C -3.283239 -4.893580 -2.202243 -0.2 -1.0 1.0
H 0.466994 -0.323471 6.329114 -0.6 0.1 -0.4
C 0.111930 -3.595530 -3.359496 0.2 1.4 0.3
H 4.053780 -0.081230 -2.706509 -0.3 -0.2 -0.1
C -3.120720 2.644061 -2.020397 0.5 -0.1 -0.1
H 0.588158 -0.422092 -4.111039 -0.1 0.1 0.4
C -2.105981 -2.802163 -4.130286 1.1 0.1 -0.9
H 4.984157 1.965330 -0.241000 0.0 0.1 -0.1
H 1.010244 1.824493 2.586222 -0.6 -0.1 0.1
H 3.374541 -3.430057 -1.684304 0.1 0.1 -0.1
H -1.204579 -5.486228 -2.175945 -0.1 -0.3 -0.1
C 4.261842 -0.801501 -1.912497 0.4 0.8 -0.1
O -1.285467 2.798771 1.251135 0.1 0.3 0.0
H -1.298686 5.260493 3.210739 -0.3 0.2 0.0
H -1.057972 1.999601 5.536117 0.5 -0.2 0.4
H -0.036342 5.649402 1.342040 0.2 0.2 -0.3
C -1.367942 -3.506461 -2.966535 -1.0 0.4 -0.9
C -0.002612 0.449829 -4.402351 0.1 0.6 0.2
H 4.731219 -0.175745 -1.151999 0.3 -0.3 0.1
C -1.284199 3.983652 1.497285 -0.1 -0.3 0.6
H -4.281807 -4.252996 -0.420878 0.0 0.3 0.1
O -0.948349 -1.484081 -1.758632 0.2 1.2 -0.1
H 0.721028 2.854494 3.979358 0.1 0.0 0.2
H 0.371182 -2.660524 -3.869830 0.1 -0.2 -0.2
H 3.466855 -2.902156 -0.002279 0.0 -0.2 0.0
C -2.739789 -2.769384 -0.930390 -1.0 -0.6 0.4
H 1.878394 -3.055040 -0.783492 0.0 0.1 0.1
H 2.458168 4.413771 1.494719 -0.1 -0.1 0.0
H 4.352264 0.840801 0.983884 -0.1 0.0 0.0
C -1.947241 4.512714 2.757412 0.0 -0.5 -0.1
C 2.174854 -1.688089 4.637079 -0.6 -0.4 0.1